Entry from the Open Molecules 2025 dataset: a molecular structure, C36H37NP2Pt at a distorted geometry (ωB97M-V/def2-TZVPD).

The highest occupied orbital energy (alpha / beta) comes out at -12.29 / -14.17 eV. Its spin multiplicity is 5. The net charge is +2. The calculation puts the molar mass at 740.73 g/mol. The energy above the lowest of the compared OMol25 structures with the same formula, charge and spin is 0.0 kcal/mol. As for the strongest force on any atom: 2.88 eV/Å. The frontier orbital gap (alpha / beta) comes out at 5.898 / 4.379 eV. For the LUMO energy (alpha / beta), the calculation gives -6.40 / -9.80 eV.

Positions of all 77 atoms, in Å:
1 Pt -0.017235 0.269239 -1.527341
2 C -2.348931 0.988022 -5.733386
3 C -2.243418 -0.354608 -5.622751
4 C -1.430868 -1.241288 -6.522712
5 C -0.076314 -0.626795 -6.941895
6 C 0.724643 0.062724 -5.862364
7 C 0.487215 1.294772 -5.384416
8 C -0.208875 2.329537 -6.219058
9 C -1.645202 1.916587 -6.667237
10 C 1.172296 0.578980 0.176893
11 H -3.161645 1.467866 -5.188972
12 H -3.075518 -0.863980 -5.117820
13 H -2.004701 -1.466255 -7.447021
14 H -1.291789 -2.217956 -6.039133
15 H 0.548484 -1.445906 -7.326997
16 H -0.245270 0.058528 -7.779514
17 H 1.662224 -0.469886 -5.663881
18 H 0.974028 1.683774 -4.484782
19 H 0.397039 2.524690 -7.123642
20 H -0.245968 3.282663 -5.673079
21 H -2.249928 2.840252 -6.719630
22 H -1.606593 1.497428 -7.686471
23 H 0.862899 1.544902 0.591068
24 H 2.248845 0.492081 0.034471
25 H 0.797333 -0.239858 0.804655
26 P -1.365362 -0.832262 -2.988406
27 P 2.029654 -0.120920 -2.533248
28 C 0.007945 -1.716522 -3.774261
29 C 1.338094 -1.405917 -3.564951
30 C -2.322287 -2.239583 -2.332280
31 C -2.653758 -3.304636 -3.185866
32 C -3.513842 -4.308611 -2.735490
33 C -3.961752 -4.307006 -1.410231
34 C -3.552143 -3.293975 -0.539057
35 C -2.749719 -2.249362 -0.998154
36 C -2.696948 0.521165 -2.928750
37 C -2.337547 1.879565 -2.781811
38 C -3.289679 2.890679 -2.863862
39 C -4.622385 2.563362 -3.130309
40 C -5.010379 1.219795 -3.236801
41 C -4.062657 0.205593 -3.070539
42 C 3.404334 -1.017032 -1.736164
43 C 3.091158 -2.215969 -1.071978
44 C 4.116766 -3.036747 -0.598853
45 C 5.452840 -2.650140 -0.769284
46 C 5.758968 -1.434640 -1.388175
47 C 4.744672 -0.605677 -1.862633
48 C 2.694006 1.545201 -2.920340
49 C 2.211665 2.631845 -2.161006
50 C 2.601978 3.933512 -2.440072
51 C 3.516619 4.167990 -3.473276
52 C 4.086828 3.090977 -4.168261
53 C 3.642784 1.791578 -3.933481
54 H -0.252482 -2.555461 -4.427758
55 H 2.118559 -1.953932 -4.093656
56 H -2.257582 -3.329036 -4.201547
57 H -3.824065 -5.089823 -3.427096
58 H -4.622784 -5.101534 -1.060174
59 H -3.869663 -3.307893 0.500672
60 H -2.466872 -1.427920 -0.338004
61 H -1.299158 2.157224 -2.536479
62 H -2.986771 3.934833 -2.717896
63 H -5.364665 3.349034 -3.238105
64 H -6.055715 0.947024 -3.409250
65 H -4.374784 -0.842791 -3.067352
66 H 2.047373 -2.518325 -0.965691
67 H 3.876802 -3.976584 -0.110995
68 H 6.256090 -3.290404 -0.404174
69 H 6.796667 -1.127560 -1.508330
70 H 4.975872 0.339903 -2.352986
71 H 1.547450 2.439871 -1.312775
72 H 2.202937 4.757205 -1.830680
73 H 3.788137 5.195052 -3.722477
74 H 4.897287 3.277515 -4.884769
75 H 4.043599 0.952782 -4.497260
76 N -2.156269 1.202919 0.587469
77 C -1.357669 0.843621 -0.193830

Atomic forces in eV per Å
0.202 0.113 0.569
-0.770 -0.888 0.028
-0.898 0.555 -1.435
-0.137 0.118 -0.104
0.518 -0.877 0.056
0.028 -2.452 -1.514
-0.038 2.471 0.108
-0.440 0.306 0.144
0.288 0.343 -0.514
0.391 -0.562 1.201
0.269 -0.217 0.056
0.530 0.166 0.088
0.254 0.184 0.436
0.150 0.301 -0.267
-0.181 0.307 -0.028
0.145 0.128 0.198
-0.200 0.570 0.323
-0.138 -0.395 -0.156
-0.062 -0.104 0.295
0.066 -0.377 -0.051
0.415 -0.385 -0.133
-0.145 0.218 0.367
0.155 -0.250 -0.106
-0.177 0.104 -0.014
0.330 0.339 0.077
-1.014 -1.447 0.846
1.213 -0.457 1.096
-1.867 0.265 -0.201
1.730 1.008 -0.446
0.286 -0.049 -0.335
-0.264 0.031 0.239
0.239 0.145 -0.067
0.153 0.152 -0.136
0.062 0.007 -0.133
-0.176 0.140 -0.073
-0.283 0.932 0.118
0.247 -0.109 0.022
0.007 -0.077 0.015
0.048 -0.275 -0.066
0.283 0.033 0.332
0.321 -0.292 -0.068
-0.336 0.224 -0.116
0.273 -0.320 -0.164
-0.099 0.378 -0.147
-0.248 0.180 -0.008
-0.048 0.066 -0.013
-0.261 -0.113 0.000
-0.097 0.451 -0.511
-0.177 -0.505 0.209
0.176 0.191 -0.163
-0.058 -0.127 0.154
0.002 0.245 -0.088
-0.199 -0.139 0.366
0.176 0.275 0.391
-0.110 -0.162 0.120
-0.283 -0.076 0.166
0.086 0.109 0.224
0.216 0.260 -0.090
0.045 0.021 -0.199
-0.199 -0.293 -0.094
-0.526 -0.065 -0.419
-0.183 -0.494 -0.069
0.105 -0.117 0.036
0.401 0.163 0.104
0.037 0.365 -0.169
0.273 0.022 0.005
0.036 0.166 -0.033
-0.228 0.166 -0.120
-0.240 -0.095 0.050
0.069 -0.299 0.225
0.203 0.230 -0.490
0.242 -0.406 -0.413
0.096 -0.350 0.115
-0.534 -0.120 0.202
0.056 0.175 -0.029
1.459 -0.710 -1.377
-1.662 0.982 1.581

Entry from the Open Molecules 2025 dataset: a molecular structure, C36H38AsCl3KNO6Si at a distorted geometry (ωB97M-V/def2-TZVPD).

The highest occupied orbital energy comes out at -2.17 eV. The net charge is -2. The calculation puts the molar mass at 829.17 g/mol. The energy above the lowest of the compared OMol25 structures with the same formula, charge and spin is 42.2 kcal/mol. As for the strongest force on any atom: 4.19 eV/Å. The frontier orbital gap comes out at 5.924 eV. For the LUMO energy, the calculation gives 3.75 eV.

Positions of all 87 atoms, in Å:
1 K 0.739956 0.496043 0.812938
2 O -2.847438 1.409526 2.545598
3 C -1.641467 1.269293 2.300733
4 O -1.018939 0.188350 2.085931
5 C -0.813817 2.575366 2.398829
6 C 0.561542 2.396925 3.064455
7 C 0.929062 3.720023 3.758726
8 C 1.227108 4.614202 2.529382
9 C 1.063036 3.599997 1.375578
10 O 1.488830 2.376596 1.974935
11 C -0.435954 3.356391 1.107977
12 C -0.586682 2.759332 -0.328043
13 O -0.474435 3.625619 -1.226151
14 O -0.727075 1.526196 -0.491690
15 H -1.444693 3.209453 3.020492
16 H 0.666236 1.509209 3.682418
17 H 0.114946 4.092902 4.379842
18 H 1.813043 3.588841 4.385120
19 H 0.537198 5.452719 2.431526
20 H 2.245062 5.007460 2.555382
21 H 1.643485 3.825183 0.485327
22 H -0.964524 4.306911 1.058448
23 C 5.436647 4.590353 -3.712527
24 C 4.591277 3.723810 -2.818247
25 C 5.161764 2.838407 -1.911709
26 C 4.330936 2.070400 -1.106561
27 N 3.006982 2.131286 -1.153132
28 C 2.450486 2.969511 -2.028563
29 C 3.203630 3.778096 -2.870147
30 H 6.494827 4.483549 -3.473574
31 H 5.160754 5.640393 -3.602794
32 H 5.290805 4.316786 -4.759476
33 H 6.238917 2.747382 -1.831915
34 H 4.742309 1.366770 -0.388821
35 H 1.363318 3.015320 -2.039250
36 H 2.702382 4.451645 -3.555998
37 C 1.437369 -0.432361 -2.698860
38 C 1.939513 -1.628682 -1.913049
39 O 2.961128 -1.228451 -1.027722
40 C 3.423437 -2.295378 -0.219416
41 C 4.337784 -1.744719 0.854593
42 H 0.746779 -0.771253 -3.472917
43 H 2.267791 0.099163 -3.166154
44 H 0.909490 0.249533 -2.032727
45 H 2.323044 -2.407819 -2.592352
46 H 1.104396 -2.057342 -1.339122
47 H 3.960637 -3.023077 -0.848409
48 H 2.578119 -2.806427 0.255853
49 H 5.263954 -1.352884 0.426849
50 H 4.565393 -2.529947 1.575394
51 H 3.822883 -0.944685 1.385608
52 C -3.453500 -3.097380 -4.257339
53 C -2.123539 -3.207607 -3.876212
54 C -1.693870 -2.646177 -2.683579
55 C -2.569761 -1.985732 -1.821055
56 C -3.903124 -1.890081 -2.219883
57 C -4.339048 -2.430697 -3.422972
58 As -1.801515 -1.223024 -0.114201
59 C -3.562285 -0.878926 0.604991
60 C -4.358534 0.221906 0.337331
61 C -5.641203 0.293967 0.856421
62 C -6.120298 -0.728431 1.664836
63 C -5.329179 -1.832888 1.937749
64 C -4.050525 -1.923545 1.395516
65 C -3.144277 -3.073987 1.519589
66 C -3.360492 -4.217874 2.280213
67 C -2.420443 -5.236309 2.281871
68 C -1.268592 -5.135070 1.513100
69 C -1.047494 -3.994623 0.754225
70 C -1.970673 -2.961534 0.764488
71 H -3.794095 -3.522440 -5.194697
72 H -1.422904 -3.734078 -4.515451
73 H -0.644839 -2.720300 -2.409960
74 H -4.619799 -1.391845 -1.581376
75 H -5.380294 -2.332233 -3.710880
76 H -3.958953 1.030696 -0.262513
77 H -6.257338 1.163590 0.660368
78 H -7.119202 -0.665225 2.082625
79 H -5.711779 -2.634513 2.559951
80 H -4.247733 -4.312345 2.896552
81 H -2.572386 -6.109941 2.905310
82 H -0.528247 -5.924382 1.538336
83 H -0.136872 -3.900857 0.171269
84 Cl 2.221182 -0.789750 3.801153
85 Si 0.907648 -2.032851 2.597451
86 Cl 2.101991 -3.988194 3.065414
87 Cl -0.569260 -2.343239 4.038750

Atomic forces in eV per Å
3.439 -2.005 -1.306
-0.135 -0.034 -0.199
-0.245 0.006 0.470
-1.748 -0.087 1.364
-0.102 -0.132 -0.008
-0.225 0.323 0.658
0.078 -0.066 -0.041
0.064 -0.094 -0.004
-0.129 0.589 0.000
0.589 1.002 0.524
0.018 -0.055 -0.228
-0.221 0.481 -0.203
-0.019 0.008 0.051
-1.271 1.207 -1.051
0.069 0.088 -0.012
0.056 -0.067 -0.133
-0.001 0.000 0.010
0.011 0.003 -0.022
-0.001 0.002 -0.032
-0.002 -0.003 0.006
0.036 -0.094 0.016
0.009 0.010 0.024
-0.038 -0.054 0.030
0.011 -0.023 0.026
-0.032 0.032 -0.040
-0.014 -0.066 0.036
-0.149 -0.053 0.108
0.061 0.069 -0.096
0.035 -0.022 0.011
0.008 0.016 -0.022
0.016 0.009 -0.021
0.022 0.026 -0.010
0.001 -0.005 0.022
0.031 0.019 -0.033
0.002 0.017 0.005
-0.018 -0.006 0.011
0.100 -0.163 0.202
-0.050 0.049 -0.168
-0.027 0.131 0.062
0.158 -0.050 0.091
-0.121 0.006 -0.159
-0.058 0.056 0.013
0.003 -0.019 -0.005
-0.074 0.132 -0.147
-0.024 -0.035 0.048
0.095 -0.098 0.023
-0.076 -0.044 -0.005
-0.019 -0.004 -0.044
-0.004 0.003 -0.008
0.026 0.021 0.027
0.050 0.004 0.083
-0.023 0.015 0.022
-0.004 -0.056 -0.082
0.149 0.064 0.145
0.014 0.002 -0.133
0.025 0.018 0.049
0.021 -0.047 -0.077
-0.377 -0.697 -0.619
-0.289 0.091 0.127
0.192 0.100 0.013
-0.007 0.066 0.025
-0.045 -0.044 0.021
0.012 -0.073 0.009
-0.046 0.160 -0.048
0.207 -0.116 -0.036
-0.054 0.010 0.044
0.027 -0.046 0.006
-0.038 -0.017 -0.004
0.075 0.052 -0.084
-0.127 -0.097 0.191
0.004 -0.006 0.008
0.036 0.039 0.023
-0.053 -0.060 -0.043
-0.021 0.019 -0.008
-0.001 0.002 0.031
-0.028 0.040 0.017
0.009 -0.004 -0.015
0.016 0.006 0.012
-0.010 0.021 0.001
-0.009 0.034 -0.016
-0.023 0.004 -0.008
0.029 0.025 -0.007
0.021 -0.014 0.072
0.308 0.417 0.227
0.555 -0.924 -0.120
-0.147 0.207 -0.226
-0.580 -0.222 0.561

Among the records above, which one has the lowest molar mass? C36H37NP2Pt